{
  "formula": "C4H8O3",
  "method": "ωB97M-V/def2-TZVPD",
  "orbital_gap_ev": 10.9,
  "spin_multiplicity": 1,
  "relative_energy_kcal_mol": 24.3,
  "smiles": "C[C@@H](O)COC=O",
  "symbols": ["C", "C", "O", "C", "O", "C", "O", "H", "H", "H", "H", "H", "H", "H", "H"],
  "positions_angstrom": [[-1.61, 1.03, -0.73], [-0.36, 0.57, -0.03], [-0.51, 0.76, 1.34], [-0.02, -0.88, -0.41], [1.39, -1.13, -0.44], [2.09, -0.90, 0.63], [1.72, -0.63, 1.75], [-2.44, 0.36, -0.48], [-1.48, 1.04, -1.81], [-1.87, 2.03, -0.37], [0.53, 1.16, -0.41], [0.29, 0.33, 1.76], [-0.32, -1.10, -1.43], [-0.51, -1.56, 0.28], [3.11, -1.10, 0.37]]
}

{
  "formula": "C4H10N2",
  "method": "ωB97M-V/def2-TZVPD",
  "orbital_gap_ev": 8.5,
  "spin_multiplicity": 1,
  "relative_energy_kcal_mol": 93.1,
  "smiles": "C=CN.C=NC",
  "symbols": ["C", "C", "N", "H", "H", "H", "H", "H", "C", "N", "C", "H", "H", "H", "H", "H"],
  "positions_angstrom": [[-0.31, 0.06, -3.04], [0.58, 0.31, -2.06], [0.56, -0.39, -0.86], [-0.94, -0.80, -2.94], [-0.11, 0.65, -3.94], [1.52, 0.79, -2.35], [0.18, -0.64, 0.04], [1.47, -0.33, -0.39], [-1.14, 0.49, 1.20], [0.00, 0.48, 1.77], [0.30, -0.65, 2.68], [-1.56, 1.49, 1.07], [-1.77, -0.37, 1.02], [1.39, -0.86, 2.62], [0.08, -0.34, 3.70], [-0.30, -1.56, 2.44]]
}

{
  "formula": "C37H44BrN2O2OsPS",
  "method": "ωB97M-V/def2-TZVPD",
  "charge": 2,
  "orbital_gap_ev": [6.8, 6.8],
  "spin_multiplicity": 1,
  "symbols": ["Os", "C", "C", "C", "C", "C", "C", "C", "P", "C", "C", "C", "C", "C", "C", "C", "C", "C", "C", "C", "C", "C", "C", "H", "H", "H", "H", "H", "H", "H", "H", "H", "H", "H", "H", "H", "H", "H", "H", "H", "H", "H", "H", "C", "C", "C", "C", "N", "C", "S", "N", "C", "C", "C", "C", "H", "H", "H", "H", "H", "H", "H", "H", "H", "H", "H", "H", "H", "H", "H", "H", "H", "H", "H", "H", "Br", "C", "C", "C", "C", "C", "C", "C", "O", "O", "H", "H", "H", "H"],
  "positions_angstrom": [[0.68, -0.02, 0.75], [2.39, -2.88, 0.83], [3.37, -2.57, -0.26], [3.99, -3.61, -0.93], [4.99, -3.37, -1.86], [5.38, -2.07, -2.14], [4.76, -1.01, -1.50], [3.73, -1.25, -0.58], [3.01, 0.08, 0.38], [3.24, 1.65, -0.45], [3.11, 1.61, -1.85], [3.30, 2.75, -2.61], [3.62, 3.94, -1.97], [3.71, 3.99, -0.59], [3.49, 2.87, 0.21], [3.48, 3.06, 1.70], [3.66, 0.01, 2.04], [5.03, -0.04, 2.29], [5.47, -0.04, 3.60], [4.54, 0.01, 4.64], [3.18, 0.05, 4.38], [2.71, 0.04, 3.06], [1.23, 0.06, 2.78], [1.66, -3.64, 0.55], [1.78, -2.00, 1.12], [2.89, -3.17, 1.75], [3.71, -4.63, -0.70], [5.47, -4.20, -2.36], [6.17, -1.87, -2.85], [5.06, 0.00, -1.72], [2.89, 0.68, -2.35], [3.22, 2.71, -3.68], [3.79, 4.84, -2.54], [3.92, 4.93, -0.10], [3.43, 4.12, 1.93], [4.38, 2.65, 2.18], [2.62, 2.59, 2.17], [5.74, -0.08, 1.48], [6.53, -0.08, 3.82], [4.89, 0.01, 5.67], [2.47, 0.07, 5.20], [0.76, 0.95, 3.22], [0.78, -0.79, 3.32], [-3.83, 2.37, 1.71], [-5.04, 1.94, 0.88], [-5.19, 0.42, 0.72], [-4.28, -0.20, -0.34], [-2.95, -0.47, 0.23], [-2.13, -1.49, 0.11], [-0.87, -1.58, 1.37], [-2.19, -2.48, -0.76], [-3.02, -2.69, -1.96], [-3.95, -3.89, -1.86], [-5.19, -3.75, -0.97], [-4.92, -3.73, 0.54], [-3.81, 3.45, 1.84], [-2.88, 2.10, 1.23], [-3.85, 1.92, 2.70], [-5.01, 2.41, -0.10], [-5.95, 2.32, 1.36], [-6.22, 0.19, 0.44], [-5.02, -0.08, 1.67], [-4.17, 0.46, -1.20], [-4.70, -1.15, -0.67], [-2.65, 0.20, 0.93], [-1.51, -3.21, -0.59], [-2.31, -2.86, -2.77], [-3.54, -1.77, -2.20], [-3.36, -4.76, -1.54], [-4.27, -4.12, -2.88], [-5.84, -4.60, -1.19], [-5.76, -2.87, -1.27], [-4.34, -4.60, 0.84], [-5.86, -3.76, 1.09], [-4.38, -2.84, 0.86], [-0.01, -0.07, -1.98], [-1.31, 1.32, -2.10], [-2.27, 1.22, -3.09], [-3.19, 2.25, -3.23], [-3.14, 3.36, -2.40], [-2.15, 3.45, -1.43], [-1.23, 2.42, -1.27], [-0.16, 2.61, -0.25], [0.57, 3.54, -0.17], [-0.14, 1.66, 0.78], [-2.29, 0.37, -3.76], [-3.94, 2.18, -4.01], [-3.85, 4.16, -2.53], [-2.08, 4.33, -0.80]]
}

{
  "formula": "C3H12N2OS",
  "method": "ωB97M-V/def2-TZVPD",
  "orbital_gap_ev": 9.4,
  "spin_multiplicity": 1,
  "relative_energy_kcal_mol": 45.7,
  "smiles": "NCNCCS.O",
  "symbols": ["N", "C", "N", "C", "C", "S", "H", "H", "H", "H", "H", "H", "H", "H", "H", "H", "O", "H", "H"],
  "positions_angstrom": [[-3.04, 0.67, 1.01], [-1.89, 1.19, 1.85], [-0.50, 1.11, 1.17], [-0.09, -0.35, 1.09], [1.28, -0.50, 0.49], [1.96, -2.13, 0.46], [-3.43, 1.47, 0.58], [-2.65, 0.14, 0.29], [-1.86, 0.45, 2.63], [-1.84, 2.27, 2.19], [-0.37, 1.36, 0.18], [-0.90, -0.90, 0.59], [-0.18, -0.87, 2.09], [1.81, 0.25, 1.12], [1.27, -0.06, -0.60], [1.10, -2.55, -0.59], [3.48, -0.48, -4.80], [2.95, -0.39, -5.63], [2.91, -0.69, -4.14]]
}

Which formula does entry 2 have?
C4H10N2

Repeat the second record exactly.
{
  "formula": "C4H10N2",
  "method": "ωB97M-V/def2-TZVPD",
  "orbital_gap_ev": 8.5,
  "spin_multiplicity": 1,
  "relative_energy_kcal_mol": 93.1,
  "smiles": "C=CN.C=NC",
  "symbols": ["C", "C", "N", "H", "H", "H", "H", "H", "C", "N", "C", "H", "H", "H", "H", "H"],
  "positions_angstrom": [[-0.31, 0.06, -3.04], [0.58, 0.31, -2.06], [0.56, -0.39, -0.86], [-0.94, -0.80, -2.94], [-0.11, 0.65, -3.94], [1.52, 0.79, -2.35], [0.18, -0.64, 0.04], [1.47, -0.33, -0.39], [-1.14, 0.49, 1.20], [0.00, 0.48, 1.77], [0.30, -0.65, 2.68], [-1.56, 1.49, 1.07], [-1.77, -0.37, 1.02], [1.39, -0.86, 2.62], [0.08, -0.34, 3.70], [-0.30, -1.56, 2.44]]
}